No. 1
Below is a single C3HF3S molecule, with properties calculated with ωB97M-V/def2-TZVPD.

Element x y z (Å)
1 C 2.09161 -0.28522 -0.26701
2 C 1.33231 -0.06326 0.61716
3 S 0.07348 -0.16979 1.72241
4 C -1.36089 0.14609 0.01201
5 F -1.38678 1.45961 -0.28918
6 F -2.57121 -0.18792 0.40245
7 F -0.87042 -0.51656 -0.98121
8 H 2.69190 -0.38295 -1.21662

Computed properties:
SMILES	C#CSC(F)(F)F
E_HOMO (spin up / spin down)	-0.338 / -0.338	Eh
total charge	0
frontier orbital gap (spin up / spin down)	8.664 / 8.663	eV

No. 2
Below is a molecular structure, C3HFHgO2, with properties calculated with ωB97M-V/def2-TZVPD.

Element x y z (Å)
1 H 1.54554 0.02397 1.63851
2 O -0.47371 0.29746 0.99732
3 O -0.25817 -0.21909 -1.04720
4 C 0.87866 0.12696 0.78850
5 C 0.98384 -0.20673 -0.49780
6 C -1.14626 0.11505 -0.11736
7 F 1.97694 -0.42119 -1.29510
8 Hg -3.50683 0.28356 -0.46687

Computed properties:
expectation value of S²	0.75
E_HOMO (spin up / spin down)	-0.513 / -0.557	Eh
2S+1	2
total charge	+1
frontier orbital gap (spin up / spin down)	9.177 / 7.968	eV

For reference, electronic energy by record: -22111.6423, -14103.8946 eV.
For reference, ΔE to the lowest compared entry with this formula, charge and spin by record: 44.66, 0.00 kcal per mole.